A cluster of 2 separate species, C17H19F3NO in total in a non-equilibrium geometry. Source: the OMol25 dataset; level of theory: ωB97M-V with the def2-TZVPD basis set.

frontier orbital gap: 6.1675 eV
total charge: +1
relative energy (zero: lowest compared OMol25 entry of this formula, charge and spin): 286.5 kJ/mol
F_max: 1.86 eV Å⁻¹
E_HOMO: -12.459 eV
LUMO: -6.3 eV

Last column: Mulliken charge in e.
Geometry (Å):
F: -0.511 -3.722 2.250  -0.284
C: -1.262 -2.799 1.551  0.253
C: -2.380 -3.263 0.860  -0.580
C: -3.120 -2.296 0.176  0.329
F: -4.182 -2.719 -0.592  -0.279
C: -2.816 -0.948 0.210  -0.750
C: -1.672 -0.473 0.931  0.959
C: -1.432 0.934 0.913  -0.497
C: -0.369 1.678 1.492  1.197
C: -0.229 3.029 1.045  -0.527
C: 0.847 3.818 1.412  -0.692
C: 1.827 3.322 2.286  -0.365
C: 1.656 2.031 2.782  0.148
F: 2.632 1.529 3.614  -0.284
C: 0.570 1.222 2.473  -0.508
C: -0.858 -1.467 1.567  -0.861
H: -2.647 -4.316 0.838  0.491
H: -3.427 -0.229 -0.334  0.462
H: -2.049 1.481 0.211  0.311
H: -1.017 3.415 0.391  0.455
H: 0.939 4.828 1.013  0.446
H: 2.688 3.918 2.577  0.451
H: 0.450 0.268 2.977  0.580
H: 0.084 -1.204 2.036  0.476
C: -4.488 4.521 3.435  -1.211
C: -4.871 4.691 1.969  -0.723
C: -3.735 4.464 0.968  0.128
C: -4.084 5.027 -0.409  -0.802
O: -3.098 4.569 -1.312  -0.471
N: -3.330 3.053 0.804  -0.400
H: -5.319 4.842 4.067  0.370
H: -4.277 3.474 3.674  0.329
H: -3.613 5.125 3.696  0.315
H: -5.683 3.998 1.710  0.289
H: -5.259 5.705 1.800  0.401
H: -2.837 4.987 1.331  0.202
H: -5.078 4.648 -0.703  0.375
H: -4.090 6.129 -0.365  0.396
H: -3.242 5.008 -2.167  0.312
H: -3.404 2.538 1.677  0.280
H: -3.895 2.605 0.083  0.281